## w
The following is a DFT calculation (the ωB97M-V functional and the def2-TZVPD basis) of an isolated molecule of H3NO2S2.

XYZ file:
```
8
Properties=species:S:1:pos:R:3:nbo_charge:R:1
N -1.44681 0.52501 0.41772 -0.522
O -0.42635 0.80417 -0.48952 -0.548
S 0.88628 -0.39140 -0.41158 1.486
O 0.31600 -1.54970 0.21541 -0.914
S 2.56209 0.31768 0.24681 -0.330
H -1.19584 -0.41644 0.87286 0.371
H -1.49524 1.36219 1.12440 0.354
H 0.79988 -0.65152 -1.97610 0.104
```

Summary:
Orbital gap, eV: 8.922
HOMO energy, eV: -9.4
LUMO, eV: -0.5



## x
The following is a DFT calculation (the ωB97M-V functional and the def2-TZVPD basis) of an isolated molecule of H3NO2S2.

XYZ file:
```
8
Properties=species:S:1:pos:R:3:nbo_charge:R:1
N -0.95921 -1.86257 0.73505 -1.108
O -1.75996 -1.25420 -1.61167 -0.870
O -0.24144 0.58500 -0.29083 -0.936
S -0.23213 1.83504 -1.24770 0.345
S -0.58426 -1.30640 -0.78712 1.646
H -0.19249 -1.89089 1.47618 0.421
H -1.86446 -2.18480 1.23395 0.439
H -1.52961 2.27658 -1.27123 0.064
```

Summary:
Orbital gap (alpha / beta), eV: 8.271 / 8.272
HOMO energy (alpha / beta), eV: -8.1 / -8.1
LUMO (alpha / beta), eV: 0.2 / 0.2



The calculated energies rank the structures as follows, beginning with the most stable: x, w.



## w
The following is a DFT calculation (the ωB97M-V functional and the def2-TZVPD basis) of the ion CH4IN2 with charge +1.

XYZ file:
```
8
Properties=species:S:1:pos:R:3:nbo_charge:R:1
N 0.83020 -0.15122 -0.93325 -0.712
C 0.14068 0.81389 -0.41279 0.336
N -0.82831 0.46611 0.77363 -0.786
I 0.19635 2.77614 -1.01699 0.417
H 0.75303 -1.10272 -0.58429 0.441
H 1.47947 0.01203 -1.69447 0.452
H -0.89768 -0.48410 1.08944 0.418
H -1.37677 1.21076 1.16691 0.433
```

Summary:
Net charge: +1
Orbital gap, eV: 10.409
HOMO energy, eV: -15.1
LUMO, eV: -4.7



## x
The following is a DFT calculation (the ωB97M-V functional and the def2-TZVPD basis) of a cluster of 2 separate species, CH4IN2 in total.

XYZ file:
```
8
Properties=species:S:1:pos:R:3:nbo_charge:R:1
C -0.11074 0.05897 0.06676 0.718
N -0.46929 0.66663 1.12440 -0.763
N 0.89350 0.11209 -0.70123 -0.788
I -1.82473 -3.20431 -1.36787 0.025
H 0.00791 1.55319 1.53750 0.446
H -1.01697 0.20034 1.76407 0.442
H 1.66457 0.85200 -0.67906 0.445
H 0.85575 -0.23890 -1.74457 0.476
```

Summary:
Net charge: +1
Orbital gap (alpha / beta), eV: 6.714 / 6.720
HOMO energy (alpha / beta), eV: -13.5 / -13.2
LUMO (alpha / beta), eV: -6.8 / -6.5



The calculated energies rank the structures as follows, beginning with the most stable: w, x.



## w
The following is a DFT calculation (the ωB97M-V functional and the def2-TZVPD basis) of the ion C10H12N5 with charge +1.

XYZ file:
```
27
Properties=species:S:1:pos:R:3:nbo_charge:R:1
C -1.71480 1.71325 -1.84915 -0.079
C -1.54485 0.87030 -0.99642 -0.135
C -1.37690 -0.20286 -0.05048 0.053
C -2.46708 -1.24385 -0.40781 -0.611
C -1.61964 0.15964 1.62617 -0.543
N -0.05235 -0.80620 -0.05395 -0.282
C 0.30759 -2.04407 -0.30509 0.299
N 1.64669 -2.19475 -0.29646 -0.473
C 2.17636 -1.00256 -0.05963 0.367
N 3.45595 -0.64291 -0.11726 -0.470
C 3.67221 0.65393 0.07701 0.305
N 2.79594 1.62768 0.12253 -0.471
C 1.51182 1.31550 0.17275 0.442
N 0.60747 2.33352 0.15810 -0.749
C 1.14584 -0.07373 0.15637 -0.042
H -1.93496 2.65680 -2.24676 0.254
H -2.46662 -2.01134 0.28428 0.218
H -2.54495 -1.46846 -1.45398 0.244
H -3.43260 -0.65189 -0.17034 0.250
H -2.67909 -0.03906 1.78350 0.243
H -0.85353 -0.35585 2.10521 0.221
H -1.48060 1.21707 1.51620 0.207
H -0.44280 -2.93060 -0.40318 0.272
H 2.03265 -3.06831 -0.37512 0.451
H 4.70549 1.00794 -0.09372 0.209
H -0.29347 1.93008 0.34473 0.386
H 0.84624 3.25075 0.53250 0.434
```

Summary:
Net charge: +1
Orbital gap, eV: 9.115
HOMO energy, eV: -12.8
LUMO, eV: -3.7



## x
The following is a DFT calculation (the ωB97M-V functional and the def2-TZVPD basis) of the ion C10H12N5 with charge +1.

XYZ file:
```
27
Properties=species:S:1:pos:R:3:nbo_charge:R:1
C -0.34529 -0.62134 -2.19576 -0.672
C -0.35525 -0.50420 -0.71124 0.183
C -1.58425 0.06725 -0.11176 -0.230
C -1.52615 0.71249 1.20473 -0.050
N -2.80835 1.09230 1.49065 -0.226
N -3.58866 0.59207 0.53254 -0.303
C -2.92156 0.09170 -0.48287 -0.028
N -0.07659 -1.80043 -0.11920 -0.538
C 0.95541 -2.15698 0.62197 0.382
N 1.88855 -1.34323 1.09066 -0.497
C 1.93583 -0.02285 0.64570 0.181
N 2.82362 0.90893 1.08075 -0.486
C 2.61985 2.04800 0.38456 -0.016
C 1.42573 1.92636 -0.28782 -0.296
C 1.01720 0.60819 -0.14063 -0.037
H -1.07434 -1.30539 -2.56999 0.230
H 0.67371 -0.74584 -2.55340 0.242
H -0.82824 0.17572 -2.83524 0.258
H -0.65245 0.93215 1.85546 0.235
H -4.53330 0.92991 0.50898 0.423
H -3.30533 -0.37986 -1.32237 0.225
H -0.98342 -2.25106 -0.18723 0.449
H 0.99601 -3.13630 1.03950 0.226
H 2.50196 -1.96238 1.54419 0.443
H 3.60059 0.75572 1.80586 0.440
H 3.05428 2.84496 0.78460 0.217
H 1.09049 2.54411 -1.07263 0.246
```

Summary:
Net charge: +1
Orbital gap (alpha / beta), eV: 8.479 / 8.480
HOMO energy (alpha / beta), eV: -11.9 / -11.9
LUMO (alpha / beta), eV: -3.4 / -3.4



The calculated energies rank the structures as follows, beginning with the most stable: w, x.



## w
The following is a DFT calculation (the ωB97M-V functional and the def2-TZVPD basis) of a cluster of 2 separate species, C6H10N2S in total.

XYZ file:
```
19
Properties=species:S:1:pos:R:3:nbo_charge:R:1
C -0.62228 -2.26672 0.37051 -0.471
N 0.17043 -1.03928 -0.13965 -0.516
C -0.48140 0.05055 -0.09036 0.450
C -0.12965 1.34592 -0.74581 -0.494
C -1.13425 2.33969 -0.14654 -0.267
C -1.94289 1.67311 0.71607 -0.021
N -1.59659 0.30291 0.71062 -0.638
H -0.45907 -2.29112 1.44139 0.204
H -1.79056 -2.15813 0.23889 0.170
H -0.33519 -3.01422 -0.42457 0.229
H -0.38704 1.12355 -1.88903 0.236
H 0.91774 1.53476 -0.74153 0.260
H -1.19173 3.44770 -0.32872 0.228
H -2.85171 1.99412 1.22840 0.218
H -1.90348 -0.28894 1.48341 0.406
C 3.44215 -0.84182 -0.46028 -0.418
S 3.33921 0.45591 0.50460 0.044
H 2.58768 -1.19896 -0.86094 0.198
H 4.36864 -1.16901 -0.86649 0.180
```

Summary:
Orbital gap, eV: 7.886
HOMO energy, eV: -8.0
LUMO, eV: -0.1



## x
The following is a DFT calculation (the ωB97M-V functional and the def2-TZVPD basis) of an isolated molecule of C6H10N2S.

XYZ file:
```
19
Properties=species:S:1:pos:R:3:nbo_charge:R:1
C 1.00327 -0.35675 -1.96532 -0.679
C -0.04999 0.20123 -1.05774 0.261
N -0.94146 0.97106 -1.57913 -0.236
N -1.61460 1.41043 -0.55876 -0.403
C -1.14339 0.97656 0.73612 0.146
S -2.07598 1.00080 2.14405 -0.144
C -0.07797 0.03700 0.52959 -0.249
C 1.26005 0.47501 1.09740 -0.588
C -0.46771 -1.39450 0.93918 -0.570
H 0.52113 -1.28985 -2.37206 0.232
H 2.00121 -0.68217 -1.47966 0.227
H 1.08396 0.34586 -2.81629 0.248
H -2.50047 1.78447 -0.67560 0.402
H 1.51559 1.56024 0.91542 0.229
H 2.12449 -0.07091 0.65996 0.219
H 1.15899 0.19859 2.18751 0.234
H -1.57416 -1.45932 1.09154 0.240
H -0.16181 -2.05264 0.24885 0.206
H -0.06116 -1.65511 1.95494 0.224
```

Summary:
Orbital gap, eV: 8.137
HOMO energy, eV: -8.2
LUMO, eV: -0.1



The calculated energies rank the structures as follows, beginning with the most stable: x, w.



## w
The following is a DFT calculation (the ωB97M-V functional and the def2-TZVPD basis) of an isolated molecule of C2H5P.

XYZ file:
```
8
Properties=species:S:1:pos:R:3:nbo_charge:R:1
C 1.30720 0.80318 0.28940 -0.860
P 0.78345 -0.16472 -0.92907 0.705
C -0.96588 -0.61890 -0.40027 -0.985
H 2.30163 1.08574 0.45277 0.222
H 0.65324 1.00482 1.11834 0.205
H -0.95639 -1.54848 0.27292 0.240
H -1.23435 0.19119 0.29211 0.224
H -1.88891 -0.75283 -1.09620 0.248
```

Summary:
Orbital gap, eV: 10.010
HOMO energy, eV: -9.5
LUMO, eV: 0.5



## x
The following is a DFT calculation (the ωB97M-V functional and the def2-TZVPD basis) of an isolated molecule of C2H5P.

XYZ file:
```
8
Properties=species:S:1:pos:R:3:nbo_charge:R:1
C -0.73849 0.18238 -0.78485 -0.357
C -0.58198 -0.09549 0.44892 -0.447
P 1.13210 -0.61446 1.05782 0.261
H -1.84411 0.34639 -1.11628 0.191
H -0.01227 0.18967 -1.56954 0.198
H -1.42942 -0.10415 1.04473 0.208
H 1.98822 0.57747 1.15700 -0.013
H 1.48594 -0.48181 -0.23780 -0.042
```

Summary:
Orbital gap, eV: 10.655
HOMO energy, eV: -9.5
LUMO, eV: 1.2



The calculated energies rank the structures as follows, beginning with the most stable: w, x.



## w
The following is a DFT calculation (the ωB97M-V functional and the def2-TZVPD basis) of an isolated molecule of CH2N4S.

XYZ file:
```
8
Properties=species:S:1:pos:R:3:nbo_charge:R:1
S -0.87254 0.33128 2.14289 -0.224
C -0.24687 0.04795 0.65134 0.177
N -0.89837 -0.06191 -0.56966 -0.400
N -0.02202 -0.18762 -1.58346 -0.008
N 1.16213 -0.13694 -1.08681 -0.028
N 1.01057 0.00379 0.26256 -0.399
H -1.93041 -0.19138 -0.67711 0.444
H 1.79751 0.19484 0.86024 0.437
```

Summary:
Orbital gap, eV: 9.652
HOMO energy, eV: -8.8
LUMO, eV: 0.9



## x
The following is a DFT calculation (the ωB97M-V functional and the def2-TZVPD basis) of an isolated molecule of CH2N4S.

XYZ file:
```
8
Properties=species:S:1:pos:R:3:nbo_charge:R:1
S -2.06589 -0.01028 -0.11734 0.233
N -0.36067 -0.07253 0.06512 -0.359
C 0.51797 0.95438 -0.03454 0.162
N 1.76302 0.53532 -0.08753 -0.272
N 1.64426 -0.75038 -0.10223 -0.050
N 0.44900 -1.20399 -0.07639 -0.081
H -2.05107 -1.34021 0.32404 0.166
H 0.10337 1.88769 0.02886 0.200
```

Summary:
Orbital gap, eV: 10.094
HOMO energy, eV: -10.1
LUMO, eV: 0.0



The calculated energies rank the structures as follows, beginning with the most stable: w, x.